H5N2PS | wB97M-V/def2-TZVPD

Structure (XYZ):
```
9
H5N2PS, DFT wB97M-V/def2-TZVPD
H -0.7273 -0.3423 -0.1184
H -1.6092 2.2353 0.3565
N 0.8806 -1.4528 -0.8215
P -0.7429 1.7256 1.4094
H 1.6621 -0.8222 -1.1793
S 0.4874 3.1746 1.3201
H -0.3378 -1.7872 0.6064
N 0.0119 -1.0049 0.1470
H 0.3751 -1.7261 -1.7202
```

Results
Lowest unoccupied orbital energy = -0.044 Eh
Relative energy (zero: lowest compared OMol25 entry of this formula, charge and spin) = 3.0624 eV
Total charge = 0
SMILES = P=S.NN
Multiplicity = 1

natural (NBO) atomic charge list, values in e, 4 entries:
1 H 0.321
2 H -0.084
3 N -0.667
4 P 0.411


CH9NSi2 | wB97M-V/def2-TZVPD

Structure (XYZ):
```
13
CH9NSi2, DFT wB97M-V/def2-TZVPD
H -2.7006 -0.9822 1.3408
N 2.5773 -0.7114 -0.7937
H 2.9925 0.8072 1.8045
H -0.6915 -1.5874 0.6384
H -0.6926 0.4046 1.5356
Si -1.6329 -0.3848 0.6978
H -2.2467 -0.3880 -1.7134
Si 3.0400 0.3024 0.3508
H -1.2195 1.0024 -1.2363
H 1.9457 -1.4635 -0.7225
H -3.0168 1.0796 -0.8145
C -2.1247 0.3700 -0.8501
H 3.7696 1.5509 -0.2373
```

Results
Lowest unoccupied orbital energy (alpha / beta) = 0.017 / -0.116 Eh
Total charge = 0
Multiplicity = 3

natural (NBO) atomic charge list, values in e, 4 entries:
1 H -0.182
2 N -0.812
3 H -0.129
4 H -0.193


CHClNO2S | wB97M-V/def2-TZVPD

Structure (XYZ):
```
7
CHClNO2S, DFT wB97M-V/def2-TZVPD
O 1.0984 -1.7427 -1.0419
O -0.8516 -0.6142 -1.3612
N 0.6648 0.7407 1.3305
Cl -0.0054 -0.8583 1.6887
S -0.4083 1.8491 0.9751
H -0.6445 1.7403 -0.3621
C 0.1466 -1.1150 -1.2291
```

Results
Lowest unoccupied orbital energy = 0.132 Eh
Relative energy (zero: lowest compared OMol25 entry of this formula, charge and spin) = 1.7837 eV
Total charge = -1
Multiplicity = 1

natural (NBO) atomic charge list, values in e, 4 entries:
1 O -0.539
2 O -0.513
3 N -0.973
4 Cl -0.148


CH5NO4Sn | wB97M-V/def2-TZVPD

Structure (XYZ):
```
12
CH5NO4Sn, DFT wB97M-V/def2-TZVPD
O -0.7284 0.0047 0.7380
H -3.2332 1.8348 1.0791
H -2.5414 0.8510 2.3821
C -2.8007 0.8703 1.3271
H 3.6784 -3.2461 0.1391
O -1.5299 1.5310 -0.5074
O 3.4300 -3.1297 -0.7872
H 3.4969 1.1547 -2.8056
O 3.5372 0.2790 -2.4044
H -3.3991 -0.0089 1.1103
N -1.5869 0.8430 0.4792
Sn 1.6770 -0.9838 -0.7502
```

Results
Lowest unoccupied orbital energy = -0.075 Eh
Relative energy (zero: lowest compared OMol25 entry of this formula, charge and spin) = 0.2806 eV
Total charge = 0
Multiplicity = 1

natural (NBO) atomic charge list, values in e, 4 entries:
1 O -0.444
2 H 0.240
3 H 0.242
4 C -0.484


C5H20KN10O5 | wB97M-V/def2-TZVPD

Structure (XYZ):
```
41
C5H20KN10O5, DFT wB97M-V/def2-TZVPD
H 5.2931 -2.0985 -1.7645
H -2.8838 -2.5738 -2.4843
H -3.7604 -3.0663 -0.2592
C 3.8073 -1.1871 -0.6114
K 0.2892 0.3120 0.1095
N -2.4380 0.4279 4.0021
H -0.7021 0.5904 -4.8422
N 4.2742 -1.7225 0.5622
H -1.6774 3.9284 1.0925
C 0.3168 3.9204 1.6431
H 0.5013 -0.3651 -5.5990
H 3.7778 -1.4221 1.3848
C -1.6408 -0.3773 3.2487
N -2.5440 -1.7442 -2.0377
N 0.0004 -0.1227 -4.7624
H 2.1325 4.5403 2.2583
H -3.9872 -1.7431 0.8224
N -1.9075 -1.7241 3.3931
H 4.2868 -0.8898 -2.5174
O -2.5375 -0.1814 -0.4207
N 1.1469 4.6945 2.3682
H -2.2561 1.4135 3.9861
C -2.9253 -1.2698 -0.8154
N -3.7828 -2.0741 -0.1049
N 4.5006 -1.4849 -1.7358
N -1.0218 4.1732 1.8114
O -0.0306 0.0468 -2.5087
O 0.7231 3.1318 0.8080
H -1.4445 4.4692 2.6728
O 2.8361 -0.4319 -0.6692
H -2.3986 -1.9539 4.2373
H 0.8554 5.3881 3.0313
H -1.8881 -1.1298 -2.4975
H -3.2794 0.0855 4.4283
O -0.7784 0.0587 2.4986
H 1.9035 -1.5565 -2.6368
C 0.5094 -0.3903 -3.5179
H 1.9657 -1.4947 -4.4012
H 4.5785 -2.6820 0.5897
N 1.6470 -1.1447 -3.5159
H -1.4611 -2.3501 2.7539
```

Results
Lowest unoccupied orbital energy = -0.082 Eh
Relative energy (zero: lowest compared OMol25 entry of this formula, charge and spin) = 0.2747 eV
Total charge = +1
Multiplicity = 1

natural (NBO) atomic charge list, values in e, 4 entries:
1 H 0.405
2 H 0.397
3 H 0.389
4 C 0.782


C40H59N7O6S3 | wB97M-V/def2-TZVPD

Structure (XYZ):
```
115
C40H59N7O6S3, DFT wB97M-V/def2-TZVPD
C -0.9145 -0.7285 0.8967
H 6.6067 -5.9986 3.0965
H -3.2958 -0.0724 -8.0260
H 8.0576 -4.4488 4.5514
C -0.2326 -0.5061 -1.2584
C 1.2973 4.8558 -2.3073
C 0.1007 -3.0888 7.2957
H -2.0387 -4.4795 -7.4397
H -0.1265 -0.3881 -2.3267
N -4.7818 -0.7567 -6.5197
H 5.6672 -1.7481 2.6585
H 3.1133 -1.4536 -6.9396
H -3.7592 5.0055 5.3951
C 5.6583 2.6159 2.1539
H 6.9816 2.9043 3.9814
S -1.2985 -3.9473 8.1362
O -1.9163 -2.8705 8.9826
H -6.2609 -1.8725 0.0974
H -2.4043 1.5680 -6.1069
H -2.2746 -3.0465 4.7296
H -0.1192 7.6750 -2.3248
C -3.1417 0.7870 -5.9934
N 0.8497 -0.4215 -0.4390
H 3.7143 -2.2083 -5.3550
H 4.9060 -4.1786 1.6405
C 3.8176 2.6709 3.3419
H 7.5689 -2.2264 4.6635
H 4.8899 2.9472 5.2535
H -8.8203 -0.3600 2.9728
H 6.8125 -0.1697 -7.4001
H -3.8455 -6.4452 -7.4889
H -3.9637 4.2976 2.8494
H 2.8764 2.7572 3.8644
H -4.3647 -7.0205 -4.8791
N 0.2287 5.6996 -2.4712
H -6.1839 0.8657 -0.0060
C -0.3987 -2.7664 5.8507
C -3.6801 -6.3041 -5.3087
N 4.8987 2.7649 4.2601
H -5.5439 -0.9776 -4.6520
O -2.8978 7.3882 3.8369
C 3.8589 -1.4710 -6.1447
H -1.8478 5.9505 1.7988
S -1.9905 6.2403 4.1497
C -2.4067 -5.0606 -6.6070
H -2.2136 3.4479 1.7315
O 2.4357 0.7022 -5.6031
H 2.3595 7.8074 -1.3383
C 0.4859 -0.5120 0.8177
H 1.2108 -0.4598 1.6167
C -1.9758 -2.8643 5.7619
H 0.7899 -3.9315 7.3508
H 3.3518 5.2914 -1.3970
N -8.2106 -0.5173 2.1831
H -7.9163 1.5032 1.9309
C 6.0441 2.7285 3.4747
C -7.6250 0.5312 1.5612
H -5.3622 -1.4320 -6.9963
H -3.3700 -4.2799 6.9091
C -2.9341 4.7416 4.7336
H -0.3072 5.7249 2.4603
C -3.6226 -0.0566 -6.9967
H -1.1944 3.2405 3.1662
H 5.1051 -1.8657 -7.8932
C 6.3548 -4.9639 3.2760
H 1.1885 3.8527 -2.6926
H -1.5429 -0.8352 1.7685
O 4.3937 0.1688 -3.9991
O -0.9649 -5.3160 8.5876
H 5.3646 1.7297 -6.0314
C 5.2166 -1.6204 -6.8371
H -1.7557 -3.7551 -4.9125
C -2.2886 -4.6133 -5.2944
N 7.1869 -4.2008 4.1038
H -1.8309 -4.9582 6.1081
N -2.9943 -5.4408 -4.4896
H 4.4963 1.1833 -7.4660
C -1.8467 3.9340 2.6355
H 5.8774 -2.3890 -6.4361
H 1.7633 -0.1558 -0.7780
H -2.4280 -1.9617 6.1729
C -6.7188 0.1881 0.6430
C -6.8448 -1.1922 0.6997
C 2.3537 5.5756 -1.6962
H -3.0211 -5.3317 -3.4858
C -4.0634 0.5983 -4.8948
H 6.3227 2.4839 1.3127
C 6.0544 -0.3538 -6.6389
H 0.5055 -2.2495 7.8613
H 0.0878 -3.4343 5.1398
O -0.7900 6.3153 4.9731
H -4.0691 1.0979 -3.9373
C 5.5442 -4.0058 2.4945
C -4.8617 -0.4210 -5.2775
C -3.1606 3.8876 3.4617
H 3.6629 2.9272 1.2074
H -0.6671 5.3658 -2.7971
C 1.8688 6.9291 -1.7310
H -2.2357 4.1630 5.3381
H -3.4200 2.8541 3.6914
C 6.0458 -2.7017 2.9955
C 6.9931 -2.8551 4.0005
C 4.2556 2.7903 2.0997
C -2.3559 -4.1100 6.5474
C 5.0094 0.8479 -6.5647
H 6.6017 -0.4294 -5.6993
C -1.3452 5.4299 2.6139
C -3.3878 -6.0348 -6.6010
C -7.7226 -1.6768 1.6421
H -0.0396 -1.7701 5.5926
C -1.2959 -0.8023 -0.4559
H -2.2978 -1.0623 -0.7643
C 0.5852 6.8849 -2.1104
H -8.0406 -2.6266 2.0461
S 3.8093 0.2831 -5.3583
```

Results
Lowest unoccupied orbital energy = 0.007 Eh
Relative energy (zero: lowest compared OMol25 entry of this formula, charge and spin) = 4.7528 eV
Total charge = 0
SMILES = O=S1(=O)CCCC1.O=S1(=O)CCCC1.O=S1(=O)CCCC1.c1cc[nH]c1.c1cc[nH]c1.c1cc[nH]c1.c1cc[nH]c1.c1cc[nH]c1.c1cc[nH]c1.c1cc[nH]c1
Multiplicity = 1

Löwdin atomic charge list, values in e, 4 entries:
1 C -0.090
2 H 0.087
3 H 0.090
4 H 0.140


Calculated total energy for the records above, in order: -851.9589 -676.9860 -1102.3278 -610.8574 -1726.3236 -3588.5576 Ha
Molar mass for the records above, in order: 96.1 91.3 126.5 213.8 339.4 830.2 g mol⁻¹